69
Properties=species:S:1:pos:R:3:forces:R:3:mulliken_charge:R:1 method="wB97M-V/def2-TZVPD" total_charge=-2 orbital_gap_ev=5.33 spin_multiplicity=1 homo_energy_ev=-2.032
Rb 0.166 -2.675 -0.162 0.0 0.6 -0.2 1.1208
O 3.946 1.041 4.897 -0.4 -0.4 -0.1 -0.7363
C 3.880 2.100 4.082 -0.1 0.2 -0.2 0.4532
C 4.781 3.150 4.289 -0.1 -0.1 0.0 -0.7520
C 4.761 4.269 3.475 0.1 0.1 0.0 -0.1819
C 3.846 4.368 2.436 0.0 0.0 0.0 -0.8495
C 2.949 3.330 2.233 0.0 0.0 0.0 -0.3291
C 2.937 2.194 3.032 0.0 -0.1 0.1 0.4371
C 1.909 1.115 2.720 0.4 0.0 0.2 0.2736
O 1.047 1.363 1.843 -0.1 0.0 -0.1 -0.4289
N 2.110 0.012 3.406 -0.2 -0.1 0.0 -0.2294
N 1.165 -1.021 3.293 0.3 0.2 0.1 -0.9763
C 1.484 -2.074 2.639 0.5 -0.2 -0.1 -0.7540
C 2.655 -2.414 1.774 -0.2 0.0 0.3 0.8191
C 3.808 -1.624 1.702 0.0 0.1 0.0 0.0122
C 4.893 -1.948 0.907 0.0 0.0 0.0 -0.7976
C 4.825 -3.104 0.132 0.1 0.0 -0.1 -0.2396
C 3.714 -3.911 0.171 -0.1 -0.2 0.0 -0.8559
C 2.583 -3.640 1.004 0.2 -0.1 0.3 -0.4282
O 1.560 -4.410 1.004 0.5 -0.3 0.3 -1.0257
H 3.231 0.390 4.536 0.3 0.3 0.0 0.5095
H 5.490 3.055 5.101 0.0 0.0 0.0 0.3832
H 5.471 5.070 3.654 0.0 0.0 0.0 0.3277
H 3.830 5.240 1.794 0.0 0.0 0.0 0.3816
H 2.215 3.362 1.437 0.0 0.0 0.0 0.3527
H 0.765 -2.888 2.749 0.0 0.1 -0.2 0.8436
H 3.848 -0.728 2.299 0.0 0.0 0.0 0.6294
H 5.764 -1.305 0.881 0.0 0.0 0.0 0.3983
H 5.656 -3.377 -0.514 0.0 0.0 0.0 0.3201
H 3.668 -4.814 -0.430 0.0 0.0 0.0 0.4122
O -0.114 0.740 -3.797 0.2 -0.1 0.2 -0.5702
C -0.258 -0.324 -2.972 -0.8 -0.6 -0.2 -0.0988
O 0.242 -0.414 -1.888 0.5 0.0 -0.9 -0.2341
C -1.189 -1.382 -3.570 0.6 0.5 0.4 0.2712
C -1.806 -1.197 -4.795 -0.2 -0.2 -0.1 -0.4028
C -2.628 -2.212 -5.275 0.1 0.1 0.1 -0.4543
C -2.774 -3.363 -4.527 0.0 -0.1 0.1 -0.6191
C -2.106 -3.447 -3.308 -0.1 0.0 0.0 0.5416
N -1.339 -2.480 -2.831 -0.1 0.0 -0.1 0.1444
C -2.222 -4.719 -2.489 0.0 0.0 -0.2 0.3121
O -2.027 -4.596 -1.186 0.0 0.0 -0.2 -0.4107
O -2.454 -5.772 -3.025 0.0 0.0 0.1 -0.6060
H 0.491 1.347 -3.344 -0.1 0.0 0.0 0.4109
H -1.653 -0.283 -5.348 0.0 0.0 0.0 0.5050
H -3.140 -2.096 -6.221 0.0 0.0 0.0 0.4166
H -3.381 -4.198 -4.847 0.0 0.0 0.0 0.4555
H -2.010 -3.650 -0.920 -0.5 0.0 0.2 0.0280
N -6.085 -3.628 2.411 -0.1 -0.1 0.1 -0.6358
C -5.481 -3.126 1.558 -0.2 0.0 0.0 0.5446
N -4.920 -2.534 0.520 0.1 0.0 0.1 -0.7393
C -3.642 -2.342 0.509 0.0 0.1 -0.3 0.5246
N -2.507 -2.103 0.341 -0.3 -0.4 -0.1 -0.4816
C -2.860 0.899 -0.831 0.2 -0.1 -0.2 -0.9887
Te -1.198 0.623 0.529 -0.4 0.3 0.8 0.3609
C -0.800 2.637 -0.069 0.1 0.0 -0.1 -1.3632
C -2.115 3.242 -0.469 -0.1 -0.1 0.0 0.7234
C -2.354 4.611 -0.446 0.0 0.0 0.0 -0.6134
C -3.602 5.122 -0.774 0.0 0.1 0.0 -0.5478
C -4.630 4.261 -1.127 0.0 0.0 0.0 -0.5056
C -4.401 2.892 -1.155 0.0 0.0 0.0 -0.6425
C -3.152 2.372 -0.834 0.0 0.0 0.1 0.5779
H -3.715 0.289 -0.549 0.0 0.1 0.1 0.4428
H -2.562 0.588 -1.842 0.0 0.0 0.0 0.1705
H -0.094 2.631 -0.906 0.0 0.0 0.0 0.3016
H -0.321 3.147 0.762 0.0 0.0 0.0 0.4752
H -1.557 5.282 -0.148 0.0 0.0 0.0 0.4376
H -3.776 6.191 -0.737 0.0 0.0 0.0 0.3714
H -5.612 4.651 -1.367 0.0 0.0 0.0 0.3742
H -5.204 2.212 -1.416 0.0 0.0 0.0 0.4339



70
Properties=species:S:1:pos:R:3:forces:R:3:lowdin_spin:R:1 method="wB97M-V/def2-TZVPD" s2=6.0347 total_charge=+2 orbital_gap_ev="6.19 / 6.11" spin_multiplicity=5 homo_energy_ev="-10.973 / -13.146"
Rh 0.350 -0.228 -0.153 -1.2 -0.6 -0.3 1.2983
N -3.430 -2.196 -0.742 0.0 -0.1 0.0 0.2017
C -4.478 -1.385 -1.086 0.0 0.5 -0.1 0.0754
C -5.742 -1.925 -1.358 -0.1 0.0 0.0 0.0197
C -6.786 -1.100 -1.708 0.3 -0.1 0.1 0.0539
C -6.600 0.285 -1.811 0.2 0.1 0.0 0.0545
C -5.368 0.838 -1.547 -0.3 0.0 -0.1 0.0165
C -4.308 0.014 -1.176 0.8 -0.4 0.3 0.1059
S -2.774 0.731 -0.771 -0.4 -0.9 0.0 0.3721
N -1.766 -0.503 -0.375 -0.3 1.0 -0.1 0.3876
C -2.151 -1.822 -0.411 0.1 -0.6 0.1 0.2603
C -1.186 -2.798 -0.065 0.1 -0.2 0.1 0.0786
C -1.430 -4.198 -0.017 0.0 0.2 0.0 0.0905
C -0.432 -5.058 0.350 0.1 0.2 0.0 0.0165
C 0.830 -4.547 0.684 -0.1 0.1 0.0 0.1223
C 1.013 -3.183 0.625 0.2 -0.4 0.1 0.0116
N 0.064 -2.329 0.262 -0.4 0.5 -0.2 0.2022
H -3.625 -3.188 -0.742 0.0 0.2 0.0 0.0041
H -5.887 -2.993 -1.283 0.0 -0.1 0.0 -0.0007
H -7.759 -1.522 -1.906 -0.1 -0.1 0.0 0.0021
H -7.423 0.920 -2.092 -0.1 0.1 0.0 0.0023
H -5.200 1.902 -1.613 -0.1 0.2 0.0 -0.0013
H -2.398 -4.597 -0.278 -0.1 -0.1 0.0 0.0060
H -0.609 -6.121 0.390 -0.1 -0.1 0.0 -0.0016
H 1.638 -5.195 0.976 0.1 0.0 0.1 0.0074
H 1.969 -2.755 0.892 0.0 0.0 0.0 -0.0009
N -1.161 -0.652 3.046 -0.3 -0.2 0.0 -0.0009
C -0.315 0.383 2.981 0.2 0.5 0.3 0.0049
N 0.502 0.607 1.984 -0.1 -0.3 -0.4 0.0633
C 1.252 1.741 2.198 -0.2 0.4 1.1 0.0050
C 0.998 2.387 3.366 0.1 -0.2 -0.4 0.0024
S -0.237 1.578 4.252 0.1 -0.3 -0.3 0.0081
C 2.244 2.161 1.221 0.7 0.2 0.5 0.0022
C 3.526 2.501 1.473 -0.5 -0.1 -0.2 0.0028
S 4.369 2.909 0.019 -0.2 0.0 -0.2 0.0036
C 2.933 2.613 -0.892 0.3 0.0 0.0 0.0088
N 1.908 2.231 -0.124 -0.1 0.4 -0.4 0.0457
N 2.870 2.727 -2.212 -0.1 0.0 0.0 0.0077
H -1.066 -1.379 2.355 0.0 -0.1 0.0 0.0001
H -1.634 -0.851 3.911 0.0 -0.1 -0.1 -0.0001
H 1.436 3.296 3.723 0.1 0.2 0.1 0.0004
H 4.022 2.530 2.422 0.1 0.0 0.2 0.0003
H 3.642 3.111 -2.731 0.0 0.0 0.0 0.0002
H 1.972 2.580 -2.659 0.1 0.1 -0.1 0.0003
O 0.206 2.307 -1.971 0.5 -0.4 0.0 0.0934
B 0.476 2.035 -0.603 -0.2 0.8 -0.1 0.1549
O -0.502 2.672 0.194 0.1 -0.2 0.3 0.0853
C -1.346 3.299 -0.665 0.1 0.5 -1.1 0.0136
C -2.449 4.081 -0.384 0.3 -0.2 0.2 0.0074
C -3.123 4.628 -1.465 -0.1 0.0 0.0 0.0130
C -2.717 4.393 -2.774 -0.1 0.0 0.0 0.0124
C -1.606 3.611 -3.062 0.2 -0.2 0.1 0.0101
C -0.928 3.072 -1.986 -0.7 0.6 0.6 0.0162
H -2.745 4.276 0.634 -0.1 0.0 0.1 0.0000
H -3.977 5.263 -1.284 -0.1 0.0 0.0 0.0005
H -3.268 4.846 -3.584 0.0 0.0 -0.1 0.0004
H -1.282 3.450 -4.077 0.1 -0.1 -0.1 -0.0001
N 2.337 -0.397 -0.364 1.7 -1.1 0.7 0.0174
C 3.309 -0.911 0.012 -1.6 1.2 -1.0 0.0232
C 4.476 -1.502 0.497 1.2 -0.6 0.5 0.0022
C 4.951 -1.133 1.765 -0.2 0.0 -0.3 0.0036
C 6.090 -1.732 2.262 0.1 0.0 0.1 -0.0003
C 6.761 -2.692 1.517 -0.1 0.1 0.0 0.0038
C 6.292 -3.057 0.262 0.1 -0.1 0.0 -0.0004
C 5.154 -2.471 -0.255 -0.2 0.2 0.1 0.0035
H 4.410 -0.392 2.336 0.0 0.0 0.1 0.0002
H 6.461 -1.453 3.236 0.0 0.0 0.1 -0.0001
H 7.648 -3.159 1.917 0.1 0.0 0.0 0.0002
H 6.821 -3.803 -0.310 0.0 -0.1 -0.1 -0.0001
H 4.777 -2.748 -1.227 0.0 -0.1 -0.1 0.0001



77
Properties=species:S:1:pos:R:3:forces:R:3:mulliken_charge:R:1 method="wB97M-V/def2-TZVPD" total_charge=-1 orbital_gap_ev=6.42 spin_multiplicity=1 homo_energy_ev=-4.067
Bi -0.993 0.496 0.793 0.2 -0.2 0.1 2.1189
C 5.779 -0.748 0.906 -0.1 0.0 0.0 -1.6245
C 4.330 -0.762 0.486 0.0 0.0 0.0 0.6872
C 3.593 -1.938 0.423 0.0 0.0 0.0 -1.2090
C 2.272 -1.914 0.035 0.0 0.0 0.0 0.0049
C 1.605 -0.731 -0.336 0.0 0.0 0.0 -0.2694
N 0.262 -0.796 -0.704 -0.1 0.0 0.1 1.5858
C -0.159 -1.893 -1.440 0.0 0.0 0.0 -1.4134
C 0.669 -2.331 -2.498 0.0 0.1 0.0 0.1533
C 0.343 -3.379 -3.328 0.0 0.0 0.0 -1.1544
C -0.861 -4.055 -3.165 0.0 0.0 0.0 0.6041
C -1.265 -5.190 -4.072 0.0 0.1 0.0 -1.6884
C -1.695 -3.624 -2.147 0.0 0.0 0.0 -0.6504
C -1.398 -2.565 -1.281 -0.1 -0.1 0.0 -0.2368
C -2.397 -2.223 -0.144 -0.1 -0.1 0.0 1.5192
O -2.594 -0.899 0.120 0.4 0.0 0.0 -1.4705
C -1.917 -2.971 1.141 0.0 0.1 -0.1 0.4960
F -2.698 -2.710 2.199 -0.1 0.0 0.1 -0.2921
F -1.873 -4.306 1.003 0.0 -0.1 -0.1 -0.3160
F -0.675 -2.577 1.475 0.1 0.1 0.0 -0.1211
C -3.857 -2.711 -0.467 0.1 0.1 0.0 0.3659
F -4.724 -2.237 0.431 -0.1 0.1 0.1 -0.2577
F -4.239 -2.249 -1.668 0.0 0.0 0.0 -0.2456
F -4.060 -4.049 -0.478 0.1 -0.1 0.0 -0.2721
C 2.337 0.480 -0.231 0.0 0.1 0.0 -1.1908
C 3.677 0.417 0.164 -0.1 0.0 0.0 -0.6992
C 1.677 1.843 -0.547 0.1 0.1 0.1 2.6839
O 0.459 2.062 0.043 0.1 -0.3 -0.1 -0.8671
C 1.598 2.012 -2.103 0.0 0.0 0.2 0.3600
F 0.866 3.078 -2.450 -0.1 0.1 0.0 -0.2945
F 1.063 0.952 -2.719 -0.1 -0.1 0.0 -0.1425
F 2.820 2.175 -2.653 0.1 0.0 -0.1 -0.3282
C 2.533 3.062 -0.028 -0.1 -0.1 0.0 0.1026
F 2.763 2.933 1.296 -0.1 0.0 0.1 -0.1928
F 1.865 4.205 -0.196 -0.1 0.1 0.0 -0.2816
F 3.740 3.264 -0.594 0.1 -0.1 0.0 -0.2476
H 6.176 -1.761 0.973 0.0 0.0 0.0 0.3914
H 6.389 -0.193 0.191 0.0 0.0 0.0 0.3482
H 5.907 -0.273 1.883 0.0 0.0 0.0 0.2841
H 4.052 -2.882 0.703 0.0 0.0 0.0 0.2897
H 1.702 -2.835 0.011 0.0 0.0 0.0 0.5171
H 1.600 -1.798 -2.650 0.0 0.0 0.0 0.5251
H 1.029 -3.668 -4.118 0.0 0.0 0.0 0.3418
H -0.391 -5.748 -4.414 0.0 0.0 0.0 0.4021
H -1.929 -5.885 -3.556 0.0 0.0 0.0 0.3961
H -1.792 -4.828 -4.959 0.0 0.0 0.0 0.2700
H -2.622 -4.162 -2.032 0.0 0.0 0.0 0.4773
H 4.261 1.322 0.222 0.0 0.0 0.0 0.5558
C 2.111 1.106 6.412 0.0 0.0 -0.1 -0.8614
O 1.846 0.336 5.248 0.0 0.0 0.0 -0.3603
C 1.189 0.887 4.195 0.1 0.1 -0.1 0.5393
O 0.848 0.192 3.275 -0.1 0.0 0.1 -0.2450
N 0.943 2.232 4.291 0.0 0.0 0.0 0.0221
N 0.327 2.939 3.249 0.0 0.0 -0.1 -0.8340
H 2.459 0.402 7.163 0.0 0.0 0.0 0.2526
H 1.212 1.606 6.774 0.0 0.0 0.0 0.3751
H 2.898 1.844 6.234 0.0 0.0 0.0 0.3018
H 1.555 2.801 4.847 0.0 0.0 0.0 0.3032
H 0.703 2.657 2.346 0.1 0.0 -0.1 0.1915
H -0.663 2.726 3.242 0.0 0.0 0.0 0.1845
S -3.938 4.325 0.433 0.0 -0.1 -0.1 -0.3323
C -3.781 4.023 2.109 0.0 0.1 0.0 -0.5532
C -3.004 2.930 2.357 0.0 0.0 -0.1 -0.9190
C -2.500 2.300 1.177 -0.1 0.0 0.0 -0.4079
C -2.938 2.951 0.068 -0.1 0.1 0.1 0.3284
C -2.681 2.473 -1.286 0.1 0.0 0.0 0.8960
C -3.209 3.076 -2.424 0.0 0.1 0.0 -1.0020
C -3.005 2.490 -3.657 0.0 0.0 0.0 -0.6188
C -2.287 1.307 -3.726 0.0 0.0 0.0 -1.2353
C -1.772 0.782 -2.555 0.1 0.0 0.1 -0.1785
N -1.939 1.357 -1.368 -0.2 0.1 -0.1 0.5194
H -4.275 4.669 2.819 0.0 0.0 0.0 0.4445
H -2.820 2.581 3.368 0.0 0.0 0.0 0.4751
H -3.786 3.986 -2.325 0.0 0.0 0.0 0.4217
H -3.409 2.944 -4.553 0.0 0.0 0.0 0.4013
H -2.115 0.797 -4.664 0.0 0.0 0.0 0.5294
H -1.194 -0.129 -2.570 0.0 0.0 0.0 0.3469



| no. | largest force on an atom (eV/A) |
| --- | --- |
| 1 | 1.0 |
| 2 | 2.2 |
| 3 | 0.4 |